DFT (ωB97M-V/def2-TZVPD) results for C11H16N3O as an isolated structure.

Last column: Mulliken charge in e.
Atoms and positions in Å:
C (3.98170, 1.98973, -2.55859)  -0.2987
C (4.36162, 1.44702, -1.25271)  -0.5081
C (2.63807, 2.10512, -2.82316)  -0.6972
C (3.38971, 0.83741, -0.52629)  -0.3000
C (1.68784, 1.50894, -2.02804)  -0.5984
C (2.04919, 0.80773, -0.88685)  0.6920
C (1.06169, -0.03157, -0.19073)  0.7070
C (-2.75404, -0.82054, 1.64997)  1.1933
C (-4.17925, -0.39706, 1.77105)  -1.6057
C (-2.22325, -2.01546, 2.26687)  -1.5156
C (-1.08593, -1.27493, -0.36298)  -0.6981
N (-2.00207, -0.28766, 0.01318)  -0.4680
N (0.15484, -0.70900, -0.87665)  -0.1940
N (-1.76808, 0.19851, 1.32011)  -0.2026
O (1.29536, -0.18293, 1.04553)  -0.4275
H (4.68586, 2.40964, -3.35879)  0.3146
H (5.44458, 1.52655, -0.95783)  0.3660
H (2.43823, 2.77818, -3.67027)  0.3363
H (3.69185, 0.16729, 0.42554)  0.1849
H (0.65968, 1.59661, -2.05085)  0.6132
H (-4.43679, 0.10355, 0.89896)  0.4419
H (-4.25086, 0.21417, 2.66301)  0.3461
H (-4.86072, -1.23871, 1.82908)  0.4592
H (-1.80152, -2.67888, 1.61410)  0.4663
H (-3.08661, -2.51531, 2.78164)  0.4203
H (-1.45502, -1.72811, 3.03459)  0.3025
H (-0.76352, -1.92779, 0.51424)  0.2283
H (-1.34227, -1.83857, -1.25528)  0.3704
H (0.10914, -0.27133, -1.82855)  0.2948
H (-2.28939, 1.10967, 1.41097)  0.3704
H (0.64995, -0.88226, 1.38874)  0.4061

relative energy (zero: lowest compared OMol25 entry of this formula, charge and spin): 93.9 kcal per mole
total charge: +1
E_HOMO: -12.448 eV

DFT (ωB97M-V/def2-TZVPD) results for a 2-piece molecular cluster, C11H16NOS overall.

Last column: Mulliken charge in e.
Atoms and positions in Å:
C (3.08655, 2.26375, 0.74809)  -0.4477
C (3.28877, 2.04451, -0.57166)  -0.6515
C (2.19284, 1.49410, 1.45683)  -0.8160
C (2.41556, 1.06147, -1.14432)  0.1340
C (1.37621, 0.52196, 0.87763)  -0.3997
C (1.49853, 0.32232, -0.48619)  -0.2882
C (2.15212, -2.41413, -0.09063)  0.0173
C (0.85336, -2.35326, -0.28205)  -0.4120
C (2.76256, -3.47754, 0.70287)  -1.0649
C (-3.32484, 2.03928, 0.95002)  -0.0256
C (-3.66316, 2.36420, -1.51065)  -0.6863
N (-3.03716, 1.87034, -0.29761)  0.1471
O (-0.95732, -0.44112, -1.06564)  -0.7389
S (0.48644, -0.87793, -1.37142)  0.3381
H (3.57243, 2.96761, 1.25649)  0.5436
H (4.02575, 2.57054, -1.15521)  0.4301
H (2.07041, 1.62110, 2.45566)  0.4803
H (2.63509, 0.87300, -2.11492)  0.5077
H (0.82880, -0.13097, 1.46550)  0.6497
H (2.76912, -1.77905, -0.63696)  0.4566
H (-0.04128, -2.97859, 0.06740)  0.3421
H (2.00493, -4.37963, 0.62228)  0.2992
H (2.85755, -3.08439, 1.74138)  0.2342
H (3.71710, -3.81856, 0.27546)  0.3292
H (-2.56776, 1.58640, 1.67004)  0.2606
H (-2.35323, 1.14025, -0.55942)  0.1945
H (-4.11909, 2.67825, 1.29027)  0.2842
H (-3.08126, 3.07359, -2.19767)  0.3034
H (-4.08131, 1.56395, -2.26269)  0.2948
H (-4.56507, 2.98547, -1.16422)  0.2841

relative energy (zero: lowest compared OMol25 entry of this formula, charge and spin): 70.1 kcal per mole
total charge: +1
E_HOMO: -11.811 eV

DFT (ωB97M-V/def2-TZVPD) results for one molecule with the formula C11H16OSi.

Last column: Mulliken charge in e.
Atoms and positions in Å:
C (3.74877, 0.77069, 0.08158)  -0.3225
C (3.30713, 0.13359, 1.23713)  -0.5286
C (2.91251, 1.02957, -0.99900)  -0.6464
C (1.97988, -0.37514, 1.27904)  -0.4580
C (1.65010, 0.42036, -0.98526)  -0.1852
C (1.17368, -0.21686, 0.19394)  0.4370
C (-1.94255, 0.32904, 0.42997)  0.4170
C (-3.07210, 2.47771, -0.10223)  -1.3851
C (-0.48604, -2.54441, 1.39114)  -1.1291
C (-0.82835, -1.80380, -1.60470)  -1.3092
C (-1.90967, 1.55614, -0.47524)  -0.0553
O (-2.85115, 0.07917, 1.21161)  -0.5990
Si (-0.47171, -1.17338, 0.17496)  0.2722
H (4.80720, 1.02538, 0.22551)  0.2916
H (4.01746, 0.02688, 2.03029)  0.3855
H (3.22325, 1.49037, -1.91755)  0.3989
H (1.51601, -0.75788, 2.10217)  0.4409
H (0.85775, 0.93117, -1.54357)  0.2306
H (-3.83596, 1.81156, -0.43268)  0.3116
H (-3.08016, 2.63323, 0.91497)  0.3475
H (-3.16939, 3.39612, -0.57059)  0.4028
H (-0.04380, -3.40106, 1.06404)  0.4585
H (-0.35368, -2.20045, 2.50833)  0.2881
H (-1.55106, -2.83150, 1.34112)  0.3137
H (0.15054, -1.88998, -2.09483)  0.3703
H (-1.15568, -2.83202, -1.54481)  0.3867
H (-1.53783, -1.29138, -2.11867)  0.4292
H (-0.91466, 2.08688, -0.28801)  0.2654
H (-2.14050, 1.12000, -1.50863)  0.1709

relative energy (zero: lowest compared OMol25 entry of this formula, charge and spin): 25.7 kcal per mole
E_HOMO: -8.207 eV

DFT (ωB97M-V/def2-TZVPD) results for one molecule with the formula C11H16S2.

Last column: Mulliken charge in e.
Atoms and positions in Å:
C (-2.54364, -1.20624, 0.87361)  -1.1287
C (-1.23015, -1.29386, 0.50649)  -0.0891
C (-3.35538, -0.03486, 1.14180)  -0.3925
C (-2.92080, 1.37531, 1.02620)  -0.2770
C (-0.15891, -0.41945, 0.69115)  0.0152
C (-1.51748, 1.72876, 0.89015)  0.1441
C (-1.07298, 2.65705, -0.17046)  -1.2115
C (1.87353, -1.77872, 0.62287)  -1.6415
C (2.04849, 0.62959, 0.04070)  -1.8731
C (0.88611, -0.91460, -1.53025)  -1.7448
C (1.14280, -0.59964, -0.04895)  2.2207
S (-3.84200, 0.82316, -0.47372)  -0.2142
S (-0.37205, 0.86070, 1.89836)  -0.1644
H (-3.13545, -2.10665, 0.75633)  0.3211
H (-0.94755, -2.23299, 0.04528)  0.2828
H (-4.24368, -0.22303, 1.73381)  0.5545
H (-3.52465, 2.11612, 1.55345)  0.5651
H (-1.50760, 2.38671, -1.13791)  0.2926
H (0.00931, 2.70306, -0.23720)  0.2825
H (-1.43927, 3.65907, 0.07181)  0.3903
H (2.79590, -1.98463, 0.08583)  0.4513
H (1.26257, -2.67796, 0.61939)  0.3369
H (2.11403, -1.53069, 1.65456)  0.3935
H (2.08287, 1.01423, 1.05698)  0.4802
H (3.05916, 0.36402, -0.25976)  0.4761
H (1.69659, 1.41462, -0.62291)  0.3412
H (0.20700, -0.18310, -1.96379)  0.3362
H (0.45356, -1.90247, -1.66249)  0.3832
H (1.82441, -0.88127, -2.07748)  0.4691

relative energy (zero: lowest compared OMol25 entry of this formula, charge and spin): 28.0 kcal per mole
E_HOMO (spin up / spin down): -7.630 / -7.263 eV

DFT (ωB97M-V/def2-TZVPD) results for C11H17BCdN6O as an isolated structure.

Last column: Mulliken charge in e.
Atoms and positions in Å:
H (-0.25972, 2.77416, 2.02919)  0.4401
N (0.09443, 1.59230, 0.31758)  -0.1336
B (0.71499, 0.70439, -1.95459)  0.1519
N (0.60982, 1.86489, -0.93121)  0.0318
C (0.90794, 3.17681, -1.02770)  -0.1582
Cd (-0.83043, -0.60987, 0.91925)  0.6138
H (1.31533, 3.57394, -1.94497)  0.4402
C (0.58592, 3.77872, 0.19390)  -1.0364
H (0.69198, 4.80855, 0.46032)  0.3777
C (0.08401, 2.73793, 1.00563)  -0.0989
H (1.12077, 1.07945, -3.01303)  -0.1071
C (-1.60171, -2.28907, 1.75721)  -0.8974
H (-1.78384, -2.37659, 2.82767)  0.3949
H (-0.55449, -2.61502, 1.56225)  0.0564
H (-2.26336, -2.94886, 1.19636)  0.4569
N (-0.71567, 0.09857, -2.05359)  0.1920
N (1.61934, -0.40389, -1.33918)  0.2878
N (-1.39414, -0.42271, -0.94760)  -0.2322
N (1.27357, -1.04264, -0.16558)  -0.4568
C (-1.49425, -0.00440, -3.14371)  -0.0118
C (2.77855, -0.90784, -1.81378)  -0.1243
H (-1.13706, 0.36034, -4.09508)  0.4490
H (3.19582, -0.52969, -2.73165)  0.4392
C (-2.69919, -0.61092, -2.77360)  -1.0990
C (3.20974, -1.89971, -0.92717)  -1.0004
C (-2.59666, -0.86669, -1.39927)  0.1207
C (2.23258, -1.94559, 0.09212)  -0.1632
H (-3.52892, -0.83165, -3.41122)  0.3908
H (4.09129, -2.49539, -1.01016)  0.3880
H (-3.30948, -1.34096, -0.73569)  0.3845
H (2.20689, -2.58333, 0.96588)  0.4266
H (-2.29835, -0.91787, 1.50141)  0.2876
C (-0.03919, 0.19300, 4.15558)  -0.8366
O (-0.46917, 0.48352, 2.86774)  -0.6927
H (-0.71882, 0.69194, 4.86805)  0.2387
H (0.97219, 0.61019, 4.29952)  0.2530
H (-0.01070, -0.88600, 4.39914)  0.2271

relative energy (zero: lowest compared OMol25 entry of this formula, charge and spin): 32.7 kcal per mole
E_HOMO: -7.349 eV

DFT (ωB97M-V/def2-TZVPD) results for C11H17BClCrF4N3OS as an isolated structure.

Last column: Mulliken charge in e.
Atoms and positions in Å:
Cr (-0.41461, 0.04409, 0.70803)  1.0492
O (1.04294, -0.54964, 1.07797)  -0.8331
Cl (-3.45729, 0.65811, 2.81516)  -0.3064
C (-2.61617, 0.67930, 1.16909)  -0.6864
H (-2.80387, 1.71198, 0.85889)  0.1337
H (-3.27786, 0.05176, 0.56387)  0.2766
S (-0.63628, -0.19079, 3.50555)  -0.3960
C (0.94630, -0.71190, 3.64985)  0.1932
N (1.25881, -2.01019, 3.55126)  -0.1115
C (2.60495, -2.54285, 3.60958)  -0.6167
C (3.57000, -1.48170, 3.11246)  -0.5228
C (3.35153, -0.20047, 3.89675)  -0.6120
N (1.95071, 0.16002, 3.81380)  -0.1170
H (0.46479, -2.61898, 3.45353)  0.2159
H (2.65410, -3.42442, 2.96995)  0.3693
H (2.86064, -2.85138, 4.63065)  0.2994
H (3.37053, -1.28882, 2.05676)  0.2248
H (4.59919, -1.82422, 3.22840)  0.3744
H (3.94105, 0.60937, 3.46632)  0.3734
H (3.66310, -0.32726, 4.94082)  0.2835
H (1.65549, 1.11624, 3.90916)  0.2153
C (-3.25901, 1.49849, -5.17862)  -1.4452
C (-2.65067, 1.20338, -3.83861)  1.1941
C (-2.54873, 2.17395, -2.84561)  -0.7642
C (-1.95813, 1.85412, -1.64017)  -0.7666
N (-1.46280, 0.64727, -1.36323)  0.5100
C (-1.54962, -0.28184, -2.31562)  -0.5747
C (-2.13963, -0.05045, -3.54566)  -0.4265
H (-3.59984, 2.53244, -5.24127)  0.3464
H (-4.11215, 0.84424, -5.37119)  0.3216
H (-2.52970, 1.32874, -5.97348)  0.3198
H (-2.91293, 3.18066, -3.00775)  0.3040
H (-1.85145, 2.60536, -0.86719)  0.4897
H (-1.10677, -1.24194, -2.09208)  0.3426
H (-2.15015, -0.84489, -4.28039)  0.3728
F (1.04289, -0.10341, -1.50322)  -0.1780
B (1.83842, -0.08916, -2.68923)  0.3325
F (2.76691, -1.13691, -2.63832)  -0.3868
F (0.97319, -0.27936, -3.79943)  -0.3985
F (2.48208, 1.15107, -2.79679)  -0.3998

relative energy (zero: lowest compared OMol25 entry of this formula, charge and spin): 57.1 kcal per mole
total charge: -1
multiplicity: 4
E_HOMO (spin up / spin down): -4.383 / -4.608 eV

> Which of these has the lowest relative energy (zero: lowest compared OMol25 entry of this formula, charge and spin)?

C11H16OSi

> Which of these has the lowest relative energy (zero: lowest compared OMol25 entry of this formula, charge and spin)?

C11H16OSi

> relative energy (zero: lowest compared OMol25 entry of this formula, charge and spin) of number 5 (C11H17BCdN6O)?

32.7 kcal per mole